{"formula": "C14H46O9P", "method": "ωB97M-V/def2-TZVPD", "de_lowest_ev": 0.000, "total_energy_ev": -42974.797, "charge": -1, "homo_lumo_gap_ev": 3.83, "e_homo_ev": -1.685, "spin_multiplicity": 1, "symbols": ["C", "C", "O", "C", "P", "C", "C", "C", "H", "H", "H", "H", "H", "H", "H", "H", "H", "H", "H", "H", "H", "H", "C", "O", "H", "H", "H", "H", "C", "O", "H", "H", "H", "H", "C", "O", "H", "H", "H", "H", "C", "O", "H", "H", "H", "H", "C", "O", "H", "H", "H", "H", "C", "O", "H", "H", "H", "H", "C", "O", "H", "H", "H", "H", "C", "O", "H", "H", "H", "H"], "positions_angstrom": [[-2.7707, -2.0770, 2.3350], [-1.7789, -0.9229, 2.1315], [-0.4652, -1.3339, 1.8429], [0.2199, -2.0501, 2.9276], [0.8972, -1.0009, 4.2349], [0.8326, 0.6906, 3.4959], [-0.3266, -0.8187, 5.6892], [-1.5357, 0.1216, 5.6292], [-3.7933, -1.7391, 2.1478], [-2.5347, -2.8806, 1.6305], [-2.7223, -2.4940, 3.3431], [-1.8006, -0.2901, 3.0367], [-2.1085, -0.2986, 1.2876], [-0.5144, -2.7404, 3.3780], [1.2827, 1.4116, 4.1827], [1.4467, 0.6451, 2.5940], [-0.1605, 1.0522, 3.2116], [-0.6656, -1.8553, 5.8166], [0.2868, -0.6017, 6.5726], [-2.3854, -0.3287, 5.1064], [-1.8848, 0.3899, 6.6343], [-1.2953, 1.0562, 5.1102], [-4.0899, -2.3499, -1.0771], [-4.8692, -3.0695, -0.1352], [-4.4508, -1.3234, -1.0691], [-3.0323, -2.3315, -0.7958], [-4.1837, -2.7596, -2.0891], [-4.5182, -3.9625, -0.0739], [-4.0007, 1.7173, -1.2534], [-4.6270, 0.9983, -0.2033], [-2.9745, 1.3551, -1.2940], [-4.4809, 1.5176, -2.2181], [-3.9921, 2.7980, -1.0835], [-5.5499, 1.2561, -0.1271], [-0.5382, -0.3146, -2.3476], [-0.7125, 0.6309, -1.3095], [-0.9900, 0.1172, -3.2447], [0.5086, -0.5370, -2.5637], [-1.0626, -1.2493, -2.1257], [-0.3620, 0.2618, -0.4861], [3.8277, -0.5384, 0.1214], [3.0778, -0.4490, 1.3000], [3.8845, 0.4785, -0.2759], [4.8560, -0.8939, 0.2742], [3.3520, -1.1634, -0.6444], [2.9384, -1.3308, 1.6772], [2.4225, 0.3498, -4.8490], [2.2755, -0.9362, -4.2853], [1.4354, 0.6717, -5.1805], [2.7877, 1.0862, -4.1244], [3.0918, 0.3522, -5.7163], [3.1439, -1.2351, -3.9894], [2.5525, 3.8630, 2.8628], [1.4475, 4.0585, 3.7271], [2.5165, 2.8203, 2.5528], [2.4987, 4.4966, 1.9713], [3.5092, 4.0401, 3.3656], [1.4291, 4.9688, 4.0345], [5.7432, -0.7384, -2.9007], [5.1118, -1.9147, -3.3957], [5.0181, 0.0701, -2.9737], [6.0327, -0.8421, -1.8528], [6.6302, -0.4879, -3.4887], [5.7441, -2.6381, -3.3744], [-1.6369, 1.4531, -6.1113], [-1.7527, 2.3878, -5.0550], [-2.0984, 1.9102, -6.9858], [-0.5942, 1.2266, -6.3536], [-2.1589, 0.5159, -5.8964], [-1.3363, 2.0204, -4.2675]]}

***

{"formula": "C3H4F2", "method": "ωB97M-V/def2-TZVPD", "de_lowest_ev": 2.870, "total_energy_ev": -8607.244, "charge": 0, "smiles": "FC1=CC1.F", "homo_lumo_gap_ev": 9.99, "e_homo_ev": -9.314, "spin_multiplicity": 1, "symbols": ["F", "C", "C", "C", "H", "H", "H", "F", "H"], "positions_angstrom": [[-0.6775, 1.9791, -0.4145], [0.2420, 1.1377, 0.0161], [0.5513, -0.0468, 0.4933], [1.7082, 0.8661, 0.0759], [0.2334, -1.0493, 0.7105], [2.4641, 1.2451, 0.7689], [2.0787, 0.4366, -0.8960], [-3.1843, 0.6140, 0.3996], [-3.1106, -0.2333, -0.1038]]}

***

{"formula": "C10H10N2", "method": "ωB97M-V/def2-TZVPD", "de_lowest_ev": 5.736, "total_energy_ev": -13507.359, "charge": 0, "smiles": "c1ccncc1.c1ccncc1", "homo_lumo_gap_ev": 9.40, "e_homo_ev": -9.205, "spin_multiplicity": 1, "symbols": ["C", "C", "C", "N", "C", "C", "H", "H", "H", "H", "H", "C", "C", "C", "N", "C", "C", "H", "H", "H", "H", "H"], "positions_angstrom": [[0.8912, -1.7612, 0.7802], [0.3722, -1.0246, 2.0109], [0.7949, 0.2767, 2.2114], [2.0287, 0.8959, 1.7749], [2.4778, 0.2172, 0.6686], [2.0241, -1.1155, 0.1891], [0.3982, -2.7779, 0.5795], [-0.6474, -1.1954, 2.5292], [0.3220, 0.6866, 3.1892], [3.3707, 0.6087, 0.1581], [2.4945, -1.2941, -0.9500], [-0.1643, 0.8674, -1.8738], [-0.8793, -0.2540, -2.2688], [-2.2045, -0.5427, -1.8317], [-2.7207, 0.0780, -0.7060], [-1.8821, 0.9035, -0.1225], [-0.7795, 1.5936, -0.7484], [0.9972, 0.8205, -2.2940], [-0.6677, -0.9038, -3.2073], [-2.7494, -1.2284, -2.6265], [-2.2142, 1.1991, 1.0509], [-0.3630, 2.3050, 0.0000]]}

***

{"formula": "C28H20Br2CuN2O3PS", "method": "ωB97M-V/def2-TZVPD", "total_energy_ev": -243327.859, "charge": 1, "homo_lumo_gap_ev": [7.66, 7.36], "e_homo_ev": [-11.215, -11.549], "spin_multiplicity": 2, "symbols": ["Cu", "Br", "C", "C", "C", "N", "C", "C", "C", "C", "C", "Br", "C", "C", "N", "H", "H", "H", "H", "H", "H", "O", "S", "O", "O", "C", "C", "C", "C", "C", "C", "P", "C", "C", "C", "C", "C", "C", "C", "C", "C", "C", "C", "C", "H", "H", "H", "H", "H", "H", "H", "H", "H", "H", "H", "H", "H", "H"], "positions_angstrom": [[0.6686, -1.2118, 1.0969], [-0.9404, -6.0004, -3.0379], [-0.5430, -4.4965, -2.0018], [-1.5564, -3.8034, -1.3612], [-1.2102, -2.7093, -0.5925], [0.0513, -2.2956, -0.4694], [1.0340, -2.9755, -1.0809], [0.7758, -4.0857, -1.8610], [2.4085, -2.4637, -0.8221], [3.4711, -2.7323, -1.6644], [4.7135, -2.2025, -1.3425], [6.1814, -2.5330, -2.4525], [4.8561, -1.4259, -0.2053], [3.7335, -1.1993, 0.5711], [2.5377, -1.7026, 0.2750], [-2.5888, -4.1089, -1.4430], [-1.9596, -2.1324, -0.0652], [1.5768, -4.6405, -2.3260], [3.3409, -3.3221, -2.5594], [5.8092, -1.0014, 0.0731], [3.7914, -0.5984, 1.4700], [0.0140, -2.5186, 2.7074], [-0.1348, -1.3108, 3.5602], [-1.6213, -0.7829, 2.9125], [0.8169, -0.3042, 2.9346], [-1.9131, 0.5655, 2.9668], [-2.6751, 1.0443, 4.0191], [-3.0062, 2.3903, 4.0621], [-2.5733, 3.2509, 3.0622], [-1.8113, 2.7627, 2.0138], [-1.4760, 1.4109, 1.9467], [-0.5066, 0.7716, 0.5613], [0.6439, 2.0976, 0.1232], [1.8116, 2.2182, 0.8778], [2.7073, 3.2404, 0.6087], [2.4474, 4.1425, -0.4145], [1.2861, 4.0278, -1.1656], [0.3828, 3.0093, -0.8966], [-1.6427, 0.5961, -0.8354], [-1.1215, 0.2731, -2.0906], [-1.9685, 0.0273, -3.1563], [-3.3474, 0.0845, -2.9770], [-3.8711, 0.3983, -1.7331], [-3.0219, 0.6560, -0.6630], [-2.9997, 0.3551, 4.7867], [-3.6017, 2.7685, 4.8823], [-2.8254, 4.3016, 3.1009], [-1.4659, 3.4397, 1.2416], [2.0026, 1.5294, 1.6934], [3.6074, 3.3366, 1.2015], [3.1488, 4.9395, -0.6225], [1.0792, 4.7336, -1.9589], [-0.5212, 2.9263, -1.4865], [-0.0476, 0.2215, -2.2374], [-1.5568, -0.2084, -4.1290], [-4.0091, -0.1107, -3.8104], [-4.9424, 0.4507, -1.5916], [-3.4392, 0.9068, 0.3044]]}

***

{"formula": "C4H8N3O", "method": "ωB97M-V/def2-TZVPD", "de_lowest_ev": 6.544, "total_energy_ev": -10783.757, "charge": 1, "homo_lumo_gap_ev": 9.31, "e_homo_ev": -12.978, "spin_multiplicity": 1, "symbols": ["C", "C", "C", "C", "N", "N", "N", "O", "H", "H", "H", "H", "H", "H", "H", "H"], "positions_angstrom": [[2.4088, 1.7638, -0.0441], [-3.7666, 0.9602, -0.0065], [1.7983, 0.4653, 0.1040], [1.2855, -1.8664, -0.0062], [-2.7142, 0.2763, -0.0350], [-1.7574, -0.3335, 0.2202], [0.9503, -0.4329, 0.0293], [3.1202, 0.5277, -0.0263], [2.4603, 2.1507, -0.9888], [2.5098, 2.3815, 0.7343], [-4.4649, 1.1139, -0.9028], [-3.9901, 1.6351, 0.7401], [2.3879, -1.7736, -0.2246], [1.0963, -2.1499, 0.9864], [0.5258, -2.5122, -0.6163], [-0.1478, -0.0748, -0.0088]]}